Entry 1:
A molecular structure, C26H58GaOP4, computed with ωB97M-V with the def2-TZVPD basis set.

Energy above the lowest of the compared OMol25 structures with the same formula, charge and spin (eV): 0.0000
Charge: +3
HOMO-LUMO gap (Eh): 0.268
Lowest unoccupied orbital energy (eV): -7.8
Largest force on an atom (Eh/bohr): 0.0604

Cartesian coordinates (Å):
Ga1 0.980 -0.540 -0.113
P1 2.572 -0.196 -1.722
P2 1.436 -2.238 1.434
P3 -3.358 1.392 -1.915
P4 0.435 1.375 1.475
O1 -0.480 -0.864 -1.431
C1 3.250 2.360 -0.830
C2 1.204 -3.895 0.747
C3 -3.707 -3.212 -1.029
C4 5.192 0.736 -1.298
C5 -2.028 -1.899 0.064
C6 2.008 0.713 -3.212
C7 -1.701 -2.675 -2.259
C8 2.076 -2.543 -3.233
C9 3.186 -2.088 1.933
C10 3.188 0.923 -4.158
C11 -3.831 -6.227 -1.652
C12 -2.921 -6.208 -2.636
C13 -2.930 -3.287 -2.191
C14 -4.575 0.788 -3.125
C15 3.760 0.909 -0.795
C16 0.507 -2.195 2.980
C17 -0.946 1.145 2.655
C18 0.157 3.040 0.729
C19 4.534 -2.010 -2.744
C20 -3.198 -2.637 0.137
C21 -2.172 2.684 -2.375
C22 1.939 1.441 2.500
C23 -1.361 -1.849 -1.184
C24 3.070 -1.914 -2.246
C25 0.769 0.189 -3.952
C26 -3.876 1.838 -0.235
H1 0.000 -0.254 -3.308
H2 -4.691 -3.678 -1.023
H3 1.031 -2.471 -2.908
H4 2.060 0.518 3.081
H5 -4.052 0.325 -3.989
H6 2.309 -3.612 -3.323
H7 -3.702 -2.713 1.101
H8 0.298 1.047 -4.456
H9 -4.811 -5.754 -1.784
H10 3.713 2.922 -0.008
H11 0.864 3.779 1.139
H12 -1.950 -6.709 -2.588
H13 2.908 1.672 -4.909
H14 0.656 -1.258 3.525
H15 -5.204 1.623 -3.482
H16 1.032 -0.555 -4.709
H17 -3.176 -5.754 -3.603
H18 1.606 -4.634 1.459
H19 -0.968 0.116 3.032
H20 -4.937 2.102 -0.195
H21 5.773 1.634 -1.039
H22 -1.657 -1.333 0.929
H23 0.281 2.979 -0.369
H24 3.375 -2.805 2.749
H25 3.847 -2.328 1.081
H26 -3.207 -3.910 -3.036
H27 2.842 1.535 1.875
H28 -0.559 -2.331 2.773
H29 5.686 -0.142 -0.852
H30 3.531 2.839 -1.775
H31 -1.193 2.218 -2.531
H32 -1.027 -2.744 -3.107
H33 -3.716 -6.797 -0.726
H34 3.406 -1.066 2.284
H35 3.449 0.002 -4.697
H36 -3.693 0.975 0.427
H37 5.244 -1.968 -1.893
H38 -2.480 3.209 -3.290
H39 1.704 1.689 -2.819
H40 3.022 -2.519 -1.310
H41 0.843 -3.019 3.619
H42 -0.880 1.822 3.521
H43 -1.905 1.326 2.156
H44 -2.497 0.289 -1.713
H45 -0.861 3.426 0.902
H46 -5.214 0.007 -2.669
H47 2.158 2.444 -0.718
H48 2.181 -2.082 -4.220
H49 4.091 1.294 -3.665
H50 3.726 0.545 0.243
H51 5.202 0.643 -2.391
H52 1.915 2.284 3.204
H53 -2.084 3.423 -1.559
H54 0.135 -4.092 0.590
H55 -3.275 2.694 0.126
H56 4.820 -1.232 -3.481
H57 1.732 -3.982 -0.217
H58 4.628 -2.993 -3.243

***

Entry 2:
A single C17H22N4O2S molecule, computed with ωB97M-V with the def2-TZVPD basis set.

Energy above the lowest of the compared OMol25 structures with the same formula, charge and spin (eV): 1.0181
Charge: 0
HOMO-LUMO gap (Eh): 0.323
Lowest unoccupied orbital energy (eV): 0.4
Largest force on an atom (Eh/bohr): 0.0364

Cartesian coordinates (Å):
S1 -1.953 0.134 1.082
O1 -1.776 2.566 -1.221
O2 -4.857 2.204 -0.402
N1 -3.582 0.391 -0.924
N2 -2.029 -1.285 -1.270
N3 -0.135 3.315 0.130
N4 -0.923 -1.972 -1.039
C1 2.860 0.269 0.273
C2 4.379 2.110 0.070
C3 -3.082 1.558 1.094
C4 -0.845 -3.011 -0.320
C5 -1.391 2.903 -0.120
C6 3.335 2.922 -0.340
C7 1.049 -3.478 1.190
C8 4.141 0.783 0.381
C9 -2.503 -0.374 -0.549
C10 -3.944 1.456 -0.164
C11 2.049 2.412 -0.455
C12 0.487 -3.704 -0.218
C13 -2.316 2.882 1.094
C14 -1.994 -3.574 0.469
C15 1.465 -3.211 -1.281
C16 0.906 3.295 -0.880
C17 1.819 1.076 -0.146
H1 -3.971 0.268 -1.848
H2 -2.921 -3.448 -0.089
H3 2.674 -0.767 0.514
H4 -2.094 -3.032 1.410
H5 1.140 -2.412 1.388
H6 0.436 2.911 -1.791
H7 -1.763 3.004 2.026
H8 3.523 3.960 -0.579
H9 2.032 -3.936 1.279
H10 5.376 2.516 0.151
H11 0.821 0.670 -0.238
H12 -1.843 -4.628 0.686
H13 1.069 -3.405 -2.274
H14 2.420 -3.721 -1.178
H15 0.323 -4.779 -0.355
H16 4.953 0.149 0.705
H17 1.619 -2.141 -1.184
H18 0.149 3.536 1.071
H19 0.398 -3.911 1.945
H20 -3.041 3.693 0.990
H21 -3.719 1.491 1.980
H22 1.258 4.315 -1.066

***

Entry 3:
2 unconnected molecules or ions with the total composition C2H5NO3S, computed with ωB97M-V with the def2-TZVPD basis set.

Energy above the lowest of the compared OMol25 structures with the same formula, charge and spin (eV): 4.1804
Charge: 0
HOMO-LUMO gap (Eh): 0.394
Lowest unoccupied orbital energy (eV): 0.6
Largest force on an atom (Eh/bohr): 0.1391

Cartesian coordinates (Å):
S1 -0.941 1.048 0.329
O1 -1.661 2.393 -0.241
O2 0.312 1.507 0.813
O3 -1.987 0.942 1.687
N1 0.394 -1.631 -0.669
C1 1.712 -1.597 -1.299
C2 1.307 -1.065 0.021
H1 1.413 -0.703 0.925
H2 -2.570 2.392 0.036
H3 -1.984 0.047 2.009
H4 2.233 -2.549 -1.563
H5 1.771 -0.783 -2.049